Formula: C70H56BiBrN2O2P3Si
Source: the OMol25 dataset
Level of theory: ωB97M-V with the def2-TZVPD basis set

multiplicity	1
max |F|	0.017	hartree/bohr
net charge	+1
calculated total energy	-192195.2644	eV

```
136
Properties=species:S:1:pos:R:3:forces:R:3
Bi 1.158 -0.488 -0.389 -0.2 -0.8 -0.3
C 2.317 -5.542 2.790 0.0 0.0 0.0
C 2.841 -4.260 2.676 0.0 0.0 0.0
C 2.042 -3.232 2.203 0.0 0.0 0.1
C 0.713 -3.473 1.844 0.1 0.1 0.1
C 0.204 -4.763 1.932 0.1 0.0 -0.1
C 1.007 -5.792 2.412 0.0 0.0 0.0
P -0.205 -2.028 1.258 -0.2 -0.1 0.1
C -1.781 -2.567 0.546 0.0 -0.2 0.1
C -2.685 -3.226 1.384 0.0 0.1 0.1
C -3.800 -3.854 0.857 0.0 0.0 0.0
C -4.035 -3.811 -0.510 0.0 0.0 -0.1
C -3.187 -3.092 -1.340 0.0 0.0 0.1
C -2.070 -2.461 -0.813 0.2 -0.1 -0.1
C -0.568 -0.986 2.694 0.1 0.0 0.1
C -0.552 -1.531 3.976 0.0 0.0 0.0
C -0.680 -0.711 5.089 0.0 0.0 0.0
C -0.813 0.655 4.918 0.0 0.1 0.0
C -0.837 1.199 3.639 -0.1 0.0 -0.1
C -0.709 0.405 2.497 -0.1 -0.1 0.0
Si -0.678 1.206 0.759 0.3 0.5 0.3
C -2.192 2.338 0.677 0.0 -0.2 -0.3
C -2.052 3.481 1.485 0.0 0.0 -0.1
C -3.065 4.413 1.599 -0.1 0.0 -0.1
C -4.254 4.222 0.900 0.1 0.0 0.0
C -4.400 3.111 0.089 0.0 0.0 0.0
C -3.379 2.164 -0.035 -0.2 -0.2 0.1
P -3.608 0.637 -1.056 -0.1 0.0 0.1
C -4.562 1.296 -2.488 0.0 0.1 0.1
C -3.793 1.769 -3.551 -0.1 0.0 -0.1
C -4.382 2.364 -4.658 0.0 0.0 0.0
C -5.763 2.482 -4.726 0.0 0.0 0.0
C -6.543 2.011 -3.678 0.0 0.0 0.0
C -5.949 1.426 -2.568 0.0 0.0 0.1
C -4.876 -0.265 -0.062 0.0 0.1 0.0
C -5.816 -1.102 -0.667 0.0 0.0 0.0
C -6.768 -1.774 0.090 0.1 0.0 0.0
C -6.767 -1.657 1.473 0.0 0.0 0.0
C -5.800 -0.878 2.092 0.0 0.0 0.0
C -4.865 -0.186 1.332 -0.1 0.0 0.0
C 0.739 2.473 0.506 0.1 -0.1 0.0
C 0.481 3.545 -0.366 0.1 -0.1 0.1
C 1.489 4.388 -0.804 0.0 0.0 0.0
C 2.794 4.191 -0.370 0.0 0.1 0.0
C 3.083 3.143 0.489 -0.1 -0.1 0.0
C 2.077 2.272 0.917 0.0 0.1 0.0
P 2.440 0.828 1.999 0.3 0.3 -0.3
C 4.227 0.470 1.732 0.0 0.0 0.2
C 4.608 -0.650 0.993 -0.1 0.0 0.0
C 5.946 -0.982 0.827 0.0 0.0 0.0
C 6.930 -0.201 1.416 0.0 0.0 0.0
C 6.566 0.910 2.167 0.0 0.0 0.0
C 5.229 1.239 2.329 0.0 0.1 0.0
C 2.439 1.534 3.680 0.0 -0.2 0.0
C 2.191 2.877 3.939 0.0 0.1 0.1
C 2.288 3.361 5.241 -0.1 0.0 0.0
C 2.621 2.506 6.281 0.0 0.0 0.0
C 2.838 1.155 6.028 0.0 0.0 0.0
C 2.741 0.671 4.734 0.0 0.0 0.0
H 2.934 -6.347 3.171 0.0 0.0 0.0
H 3.873 -4.066 2.943 0.0 0.0 0.0
H 2.451 -2.229 2.118 0.0 0.0 0.0
H -0.802 -4.981 1.606 -0.1 0.0 0.0
H 0.607 -6.796 2.479 0.0 0.0 0.0
H -2.514 -3.246 2.456 0.0 -0.1 0.0
H -4.488 -4.373 1.513 0.0 0.0 0.0
H -4.892 -4.326 -0.927 0.0 0.0 0.0
H -3.385 -3.028 -2.402 0.0 0.0 0.0
H -1.428 -1.897 -1.479 0.1 -0.1 0.0
H -0.424 -2.600 4.106 0.0 0.0 0.0
H -0.667 -1.140 6.084 0.0 0.0 0.0
H -0.892 1.308 5.779 0.0 0.0 0.0
H -0.945 2.271 3.544 0.0 0.0 0.0
H -1.115 3.673 1.997 -0.1 0.0 0.0
H -2.924 5.291 2.217 0.0 0.0 0.0
H -5.061 4.940 0.987 0.0 0.0 0.0
H -5.329 2.971 -0.449 0.0 0.0 0.0
H -2.719 1.672 -3.512 0.2 0.0 0.0
H -3.765 2.728 -5.471 0.0 0.0 0.1
H -6.231 2.935 -5.592 0.0 0.0 0.0
H -7.621 2.103 -3.723 0.0 0.0 0.0
H -6.578 1.080 -1.759 0.0 0.0 0.0
H -5.810 -1.229 -1.743 0.0 0.0 0.0
H -7.507 -2.393 -0.403 0.0 0.0 0.0
H -7.513 -2.174 2.064 0.0 0.0 0.0
H -5.776 -0.797 3.172 0.0 0.0 0.0
H -4.137 0.438 1.837 0.0 0.0 0.0
H -0.529 3.711 -0.725 0.1 0.0 0.0
H 1.259 5.192 -1.494 0.0 0.0 0.0
H 3.587 4.847 -0.709 0.0 0.0 0.0
H 4.106 2.982 0.799 0.0 0.0 0.0
H 3.859 -1.290 0.542 0.0 0.0 0.0
H 6.218 -1.857 0.249 0.0 0.0 0.0
H 7.974 -0.465 1.302 0.0 0.0 0.0
H 7.327 1.520 2.640 0.0 0.0 0.0
H 4.968 2.102 2.930 0.0 0.0 0.0
H 1.928 3.553 3.134 0.1 0.0 0.0
H 2.107 4.411 5.438 0.0 0.0 0.0
H 2.709 2.889 7.291 0.0 0.0 0.0
H 3.081 0.481 6.841 0.0 0.0 0.0
H 2.911 -0.384 4.538 0.0 0.0 0.0
O -0.125 -4.240 -3.070 0.0 0.0 0.0
C 1.006 -4.973 -2.934 -0.1 0.1 0.0
C 1.037 -6.245 -3.493 0.0 -0.1 0.0
C 2.174 -7.029 -3.377 0.0 0.0 0.0
C 3.291 -6.562 -2.693 -0.1 0.0 0.0
C 3.253 -5.292 -2.136 0.0 0.0 0.0
C 2.129 -4.483 -2.260 0.0 0.0 0.0
C 2.175 -3.070 -1.728 0.0 0.1 -0.1
O 0.956 -2.598 -1.286 -0.1 0.4 -0.1
N 2.696 -2.169 -2.807 -0.3 -0.2 0.2
N 2.123 -0.996 -2.962 0.2 0.3 0.0
C 2.554 -0.108 -3.772 -0.1 0.1 -0.1
C 1.913 1.211 -3.840 0.0 -0.3 0.1
Br 0.182 1.274 -3.051 -0.1 0.1 -0.1
C 2.512 2.287 -4.342 0.1 0.3 -0.1
C 2.085 3.701 -4.381 0.0 -0.1 0.0
C 3.064 4.671 -4.159 0.0 0.0 0.0
C 2.739 6.019 -4.121 0.0 0.0 0.0
C 1.426 6.422 -4.325 0.0 0.0 0.0
C 0.452 5.469 -4.598 0.0 0.0 0.0
C 0.778 4.120 -4.631 0.0 0.0 0.0
H -0.020 -3.455 -2.496 0.0 0.0 0.1
H 0.155 -6.604 -4.010 0.1 0.0 0.0
H 2.186 -8.018 -3.819 0.0 0.0 0.0
H 4.173 -7.180 -2.591 0.0 0.0 0.0
H 4.112 -4.913 -1.588 0.0 0.0 0.0
H 2.919 -3.065 -0.913 0.1 0.1 0.1
H 3.459 -2.469 -3.399 0.0 0.0 0.0
H 3.429 -0.268 -4.403 0.0 0.0 0.0
H 3.524 2.101 -4.700 0.0 0.0 0.0
H 4.090 4.358 -4.002 0.0 0.0 0.0
H 3.511 6.757 -3.942 0.0 0.0 0.0
H 1.166 7.473 -4.289 0.0 -0.1 0.0
H -0.567 5.779 -4.797 0.0 0.0 0.0
H 0.019 3.394 -4.886 0.0 0.0 0.1
```
Forces are in eV/Å.